Run a
This record from the OMol25 dataset describes C3H5BrS in the gas phase. The level of theory is ωB97M-V/def2-TZVPD.

Each line ends with the Mulliken charge.
Cartesian coordinates (Å):
Br 2.548 -0.497 0.066  -0.13
S 0.392 1.821 -0.078  -0.14
C -0.407 -0.632 -0.254  -0.51
C 0.853 0.105 -0.663  -0.15
C -0.996 0.362 0.773  -0.60
H -0.517 0.347 1.724  0.30
H 0.009 -1.611 0.290  0.26
H -1.058 -0.885 -1.050  0.27
H -1.986 0.719 0.926  0.36
H 1.163 0.270 -1.735  0.35

Output
* HOMO-LUMO gap: 8.938 eV
* multiplicity: 1
* SMILES: Br[C@H]1CCS1
* E_LUMO: 0.051 eV

---

Run b
This record from the OMol25 dataset describes a molecular structure, C3H5BrS. The level of theory is ωB97M-V/def2-TZVPD.

Each line ends with the Mulliken charge.
Cartesian coordinates (Å):
Br -2.523 1.690 0.696  -0.37
S 1.023 2.073 0.264  -0.04
C 0.167 1.162 -1.083  -0.50
C -0.063 -0.510 0.960  -0.65
C -0.109 0.795 0.347  0.18
H 0.785 -0.896 0.290  0.26
H 0.694 0.453 -1.821  0.25
H -1.046 -0.935 0.683  0.31
H 0.161 -0.274 2.034  0.26
H -0.475 1.927 -1.536  0.30

Output
* HOMO-LUMO gap (alpha / beta): 8.041 / 8.042 eV
* multiplicity: 1
* E_LUMO (alpha / beta): -1.117 / -1.117 eV

---

What are the relative energies? In hartree: run a 0.0000; run b 0.0188.

---

Run a
This record from the OMol25 dataset describes 2 unconnected molecules or ions with the total composition C2H5NP2. The level of theory is ωB97M-V/def2-TZVPD.

Each line ends with the Mulliken charge.
Cartesian coordinates (Å):
P -0.167 -1.643 0.841  0.15
P -2.693 -0.401 -0.459  -0.14
N 1.147 -1.109 0.277  -0.09
C -4.237 0.116 -0.608  -0.39
C 1.749 -0.247 -0.605  -0.55
H 1.643 -0.664 -1.616  0.25
H -2.264 -0.523 -1.867  0.05
H -4.933 0.270 0.311  0.17
H 1.278 0.751 -0.593  0.28
H 2.800 -0.237 -0.443  0.27

Output
* HOMO-LUMO gap (alpha / beta): 5.603 / 5.610 eV
* multiplicity: 1
* E_LUMO (alpha / beta): -1.253 / -1.250 eV

---

Run b
This record from the OMol25 dataset describes C2H5NP2 in the gas phase. The level of theory is ωB97M-V/def2-TZVPD.

Each line ends with the Mulliken charge.
Cartesian coordinates (Å):
P -0.967 -1.079 1.113  0.13
P 0.839 0.379 -0.962  0.04
N -0.893 0.448 1.213  -0.28
C -0.030 1.309 0.500  -0.53
C 0.212 -1.490 -0.318  -0.81
H -0.461 -1.978 -1.039  0.36
H 1.276 -1.824 -0.047  0.35
H -0.406 2.161 0.095  0.40
H 0.740 1.413 1.205  0.31
H -0.310 0.660 -1.761  0.03

Output
* HOMO-LUMO gap: 9.096 eV
* multiplicity: 1
* SMILES: C1N=PCP1
* E_LUMO: 0.042 eV

---

What are the relative energies? In hartree: run a 0.1393; run b 0.0000.

---

Run a
This record from the OMol25 dataset describes 2 unconnected molecules or ions with the total composition C2H3FO2. The level of theory is ωB97M-V/def2-TZVPD.

Each line ends with the Mulliken charge.
Cartesian coordinates (Å):
F -3.344 -0.464 0.356  -0.10
O 3.355 0.436 -0.487  -0.31
O -2.141 0.015 0.818  -0.25
C 2.257 0.122 -0.445  0.84
C 0.978 -0.208 -0.448  -1.05
H 0.216 0.430 -0.545  0.36
H -2.243 0.977 0.940  0.35
H 0.922 -1.309 -0.189  0.17

Output
* HOMO-LUMO gap: 9.802 eV
* multiplicity: 1
* SMILES: C=C=O.OF
* E_LUMO: 0.555 eV

---

Run b
This record from the OMol25 dataset describes a molecular structure, C2H3FO2. The level of theory is ωB97M-V/def2-TZVPD.

Each line ends with the Mulliken charge.
Cartesian coordinates (Å):
F 2.466 0.013 -0.625  -0.16
O -1.398 -0.826 -1.093  -0.39
O 1.281 -0.707 -0.394  -0.18
C -1.118 -0.294 -0.060  0.04
C 0.096 0.423 0.307  -0.17
H 0.278 0.382 1.419  0.25
H -1.960 -0.375 0.627  0.36
H 0.355 1.384 -0.181  0.26

Output
* HOMO-LUMO gap: 10.095 eV
* multiplicity: 1
* E_LUMO: -0.503 eV

---

What are the relative energies? In hartree: run a 0.0000; run b 0.0236.

---

Run a
This record from the OMol25 dataset describes C6H7N3 in the gas phase. The level of theory is ωB97M-V/def2-TZVPD.

Each line ends with the Mulliken charge.
Cartesian coordinates (Å):
N 1.324 2.174 0.311  -0.55
N 3.807 -0.886 -0.165  -0.53
N -0.998 -0.563 -0.091  0.21
C -0.721 0.818 -0.088  -0.61
C 0.104 -1.298 -0.196  -0.40
C 1.284 -0.224 -0.101  0.00
C 2.684 -0.584 -0.097  0.02
C 0.637 1.031 0.011  0.76
C -2.249 -1.089 0.141  -0.95
H 0.993 2.921 -0.152  0.23
H -2.366 -1.419 1.101  0.35
H -3.007 -0.275 -0.105  0.31
H -1.476 1.654 0.152  0.26
H 2.253 2.101 0.157  0.24
H -2.359 -1.961 -0.521  0.32
H 0.090 -2.402 -0.357  0.34

Output
* HOMO-LUMO gap: 8.994 eV
* multiplicity: 1
* SMILES: Cn1cc(N)c(C#N)c1
* E_LUMO: 0.718 eV

---

Run b
This record from the OMol25 dataset describes 2 unconnected molecules or ions with the total composition C6H7N3. The level of theory is ωB97M-V/def2-TZVPD.

Each line ends with the Mulliken charge.
Cartesian coordinates (Å):
N -3.396 1.108 -0.348  0.26
N -4.148 0.384 0.478  -0.77
N -0.568 -2.620 -0.293  -0.50
C 3.263 -0.284 0.208  -0.47
C -3.519 -0.756 0.640  -0.40
C -2.315 -0.773 -0.105  0.49
C -1.365 -1.800 -0.204  0.15
C -2.281 0.463 -0.730  -0.39
C 1.983 0.018 0.274  -0.33
H 3.889 -0.299 1.085  0.24
H 3.743 -0.531 -0.725  0.22
H 1.354 0.025 -0.601  0.12
H -3.686 2.037 -0.611  0.20
H -3.919 -1.525 1.268  0.49
H -1.557 0.896 -1.391  0.47
H 1.504 0.260 1.208  0.22

Output
* HOMO-LUMO gap: 10.581 eV
* multiplicity: 1
* SMILES: N#Cc1cn[nH]c1.C=C
* E_LUMO: 0.626 eV

---

What are the relative energies? In hartree: run a 0.0082; run b 0.0000.